# C8H8NO5S

The ion C8H8NO5S with charge -1 in a non-equilibrium geometry (ωB97M-V/def2-TZVPD, the OMol25 dataset).

Atoms and positions in Å:
1 C 1.3617 1.3834 2.0913
2 C 1.4796 0.8079 0.7262
3 N 1.1367 1.5270 -0.3694
4 O 1.2371 1.0077 -1.5199
5 O 0.6207 2.6691 -0.2662
6 S 2.1272 -0.7404 0.5042
7 O 3.3797 -0.8227 -0.2128
8 O 2.0192 -1.4374 1.7666
9 O 1.2017 -1.5041 -0.6190
10 C -0.1842 -1.1569 -0.6660
11 C -0.7267 -0.9012 -1.9085
12 C -2.0012 -0.4468 -2.0578
13 C -2.7519 -0.2291 -0.9031
14 C -2.2377 -0.4783 0.3141
15 C -0.9807 -0.9585 0.4633
16 H 1.8935 2.2904 1.9739
17 H 1.8089 0.4866 2.5416
18 H 0.2807 1.4492 2.2951
19 H -0.2390 -0.9741 -2.7792
20 H -2.4947 -0.3372 -2.9889
21 H -3.7660 0.0519 -1.0697
22 H -2.6395 -0.4801 1.2498
23 H -0.5249 -1.2066 1.4345

SMILES   CC([N+](=O)[O-])=[S@@](=O)([O-])Oc1ccccc1
Relative energy (zero: lowest compared OMol25 entry of this formula, charge and spin)   92.2 kcal/mol
Net charge   -1
Multiplicity   1
Gap between HOMO and LUMO   0.2924 hartree
E_tot   -30985.54569 eV

# C47H49N5O2PdSTe

A structure of composition C47H49N5O2PdSTe (ωB97M-V/def2-TZVPD, the OMol25 dataset).

Atoms and positions in Å:
1 Pd 1.9727 -1.0419 0.7568
2 C -0.4557 1.8714 6.4875
3 C -1.2584 0.5988 6.4188
4 C -2.2162 0.2967 7.3770
5 C -2.9577 -0.8761 7.3279
6 C -2.7540 -1.7622 6.2844
7 C -1.8088 -1.4829 5.3057
8 C -1.0562 -0.3170 5.3819
9 N -0.0625 0.0172 4.4143
10 C 0.3020 -0.7541 3.3429
11 N 0.7117 -1.9945 3.6397
12 C 1.1162 -3.0317 2.7811
13 C 1.5892 -2.8433 1.4997
14 C 1.9422 -3.8839 0.6700
15 C 1.8687 -5.1770 1.1627
16 C 1.4413 -5.3919 2.4638
17 C 1.0557 -4.3409 3.2824
18 C 0.5898 -4.6001 4.6923
19 N 0.3163 -0.2920 2.1150
20 C -0.0255 0.9951 1.8526
21 C -1.0166 1.8710 2.1083
22 C -1.1117 3.2530 1.8063
23 C -0.3277 4.1370 1.0040
24 C 0.8484 4.0074 0.3449
25 C 1.8094 2.8498 0.3399
26 C 3.2815 3.3019 0.2643
27 H -0.7222 2.4441 7.3734
28 H -0.6367 2.5175 5.6216
29 H 0.6179 1.6696 6.5272
30 H -2.3759 0.9992 8.1873
31 H -3.6913 -1.0889 8.0944
32 H -3.3367 -2.6719 6.2168
33 H -1.6886 -2.1630 4.4721
34 H 0.0233 1.0069 4.2263
35 H 0.6935 -2.2121 4.6236
36 H 2.2832 -3.7067 -0.3392
37 H 2.1448 -6.0067 0.5254
38 H 1.3954 -6.4002 2.8565
39 H 0.6124 -5.6668 4.9032
40 H -0.4323 -4.2537 4.8594
41 H 1.2334 -4.1150 5.4331
42 H -1.9030 1.4503 2.5961
43 H -2.0194 3.7060 2.1889
44 H -0.8006 5.1075 0.8794
45 H 1.1515 4.8756 -0.2351
46 H 3.4038 4.3241 0.6272
47 H 3.6903 3.2488 -0.7439
48 H 3.9100 2.6624 0.8859
49 O 4.4133 -0.1028 0.4768
50 S 4.3394 -0.1688 1.9563
51 N 3.0449 -0.7066 2.4750
52 C -6.8187 1.2423 -3.5923
53 C -5.4026 0.9033 -3.2089
54 C -4.5836 1.8429 -2.5919
55 C -3.2686 1.5599 -2.2390
56 C -2.4255 2.6290 -1.5978
57 C -2.7968 0.2777 -2.5381
58 Te -0.7643 -0.2577 -2.0094
59 N 1.1557 -1.3532 -1.0892
60 C 1.5030 -1.7983 -2.2852
61 O 0.7628 -1.5956 -3.2997
62 C 2.7522 -2.5912 -2.5064
63 C 3.9103 -2.3871 -1.7656
64 C 5.0397 -3.1536 -2.0121
65 C 5.0118 -4.1304 -2.9980
66 C 3.8591 -4.3284 -3.7486
67 C 2.7338 -3.5552 -3.5139
68 C 0.2303 1.3661 -2.9014
69 C -0.0188 1.6202 -4.2517
70 C -0.8787 0.7443 -5.1331
71 C 0.5729 2.7504 -4.8102
72 C 1.3845 3.5978 -4.0707
73 C 1.9877 4.8325 -4.6856
74 C 1.6444 3.2769 -2.7401
75 C 1.0926 2.1603 -2.1299
76 C 1.4471 1.7760 -0.7027
77 C -3.5758 -0.7043 -3.1491
78 C -3.0951 -2.0898 -3.5128
79 C -4.8828 -0.3560 -3.4769
80 H -7.1418 2.1766 -3.1360
81 H -7.5072 0.4545 -3.2851
82 H -6.9092 1.3503 -4.6750
83 H -4.9771 2.8305 -2.3742
84 H -3.0457 3.4594 -1.2616
85 H -1.6848 3.0257 -2.2941
86 H -1.8862 2.2543 -0.7261
87 H 3.9645 -1.6016 -1.0232
88 H 5.9433 -2.9779 -1.4422
89 H 5.8933 -4.7288 -3.1907
90 H 3.8392 -5.0832 -4.5241
91 H 1.8357 -3.6905 -4.1001
92 H -0.6924 -0.3162 -4.9546
93 H -0.6564 0.9421 -6.1803
94 H -1.9420 0.9396 -4.9768
95 H 0.3895 2.9660 -5.8578
96 H 1.7545 4.9044 -5.7469
97 H 3.0732 4.8335 -4.5738
98 H 1.6088 5.7315 -4.1961
99 H 2.3030 3.9241 -2.1741
100 H 1.6901 2.3368 1.2967
101 H 2.2845 1.0699 -0.7502
102 H 0.5956 1.2349 -0.2878
103 H -2.1220 -2.3439 -3.0961
104 H -3.0135 -2.1883 -4.5969
105 H -3.8064 -2.8407 -3.1683
106 H -5.5114 -1.1006 -3.9567

Net charge   +1
Expectation value of S²   8.8386
Multiplicity   6
Gap between HOMO and LUMO (alpha / beta)   0.2226 / 0.2297 hartree
E_tot   -82674.92749 eV

# C34H62FIN2O8

A cluster of 7 separate species, C34H62FIN2O8 in total in a non-equilibrium geometry (ωB97M-V/def2-TZVPD, the OMol25 dataset).

Atoms and positions in Å:
1 C 1.5597 -2.7191 1.1459
2 C 1.0225 -1.6860 0.3200
3 C 0.4418 -0.2941 -0.4027
4 C -1.1871 -0.2215 -0.7728
5 N -2.1854 -1.3140 -0.4596
6 C -2.3228 -1.5123 0.9016
7 C -1.9800 -3.0628 1.4264
8 C -2.7337 -0.3736 2.0073
9 C -1.7026 1.1404 -1.5257
10 C -0.7728 2.4363 -1.9045
11 C 0.8240 2.3099 -1.5076
12 F 1.6802 3.4926 -1.8957
13 C 1.4768 0.9763 -0.7377
14 C 3.0611 0.8509 -0.2993
15 I 3.8789 2.6750 0.6338
16 C 3.9197 0.3704 -1.6515
17 C 5.0950 -0.6656 -1.0939
18 C -1.6307 3.6365 -2.6206
19 O -1.1882 4.7547 -3.2123
20 N -3.0733 3.1128 -2.4636
21 C -3.1752 1.6277 -2.0571
22 O -4.3370 0.9859 -2.2186
23 H 2.1325 -3.3104 2.0103
24 H -1.2012 -3.5091 0.6399
25 H -2.9358 -3.7380 1.4264
26 H -1.4083 -3.0236 2.4492
27 H -2.1242 -0.6382 2.9981
28 H -3.8672 -0.3596 2.3096
29 H -2.3342 0.7061 1.6919
30 H 3.2541 -0.0206 0.4935
31 H 4.3426 1.2699 -2.2688
32 H 3.1540 -0.2950 -2.2801
33 H 5.6270 -0.1248 -0.1754
34 H 5.8428 -1.0169 -1.9226
35 H 4.5848 -1.6306 -0.6205
36 H -3.5197 3.7330 -1.7407
37 C 4.4754 -5.4910 0.3727
38 C 5.7009 -4.6908 0.7843
39 C 6.1972 -5.1057 2.1602
40 O 5.3760 -3.3032 0.7981
41 H 3.6477 -5.3280 1.0723
42 H 4.1218 -5.1732 -0.6140
43 H 4.6969 -6.5622 0.3373
44 H 6.4983 -4.8335 0.0469
45 H 5.4308 -4.9290 2.9231
46 H 7.0720 -4.5130 2.4485
47 H 6.4705 -6.1654 2.1783
48 H 4.6687 -3.1671 1.4502
49 C -3.1791 3.5597 -7.8330
50 C -2.6665 2.2501 -7.2550
51 C -2.9199 2.1682 -5.7582
52 O -1.2676 2.1396 -7.5040
53 H -2.6694 4.4157 -7.3765
54 H -2.9790 3.6101 -8.9086
55 H -4.2562 3.6677 -7.6715
56 H -3.1564 1.4092 -7.7578
57 H -2.4011 2.9748 -5.2281
58 H -2.5348 1.2260 -5.3538
59 H -3.9892 2.2344 -5.5345
60 H -0.8245 2.8824 -7.0612
61 C -5.5427 -0.4793 4.9340
62 C -4.2531 -1.1354 5.4009
63 C -4.1561 -1.1492 6.9181
64 O -3.1405 -0.4255 4.8629
65 H -5.5942 0.5639 5.2658
66 H -5.5933 -0.4653 3.8400
67 H -6.4182 -1.0117 5.3185
68 H -4.2030 -2.1611 5.0195
69 H -4.1584 -0.1299 7.3203
70 H -3.2174 -1.6131 7.2394
71 H -4.9900 -1.7018 7.3621
72 H -3.1768 0.4864 5.1963
73 C -0.6321 -2.6937 -3.5400
74 C 0.5142 -3.6920 -3.5048
75 C 0.1828 -4.9446 -4.3002
76 O 0.7874 -4.0496 -2.1525
77 H -1.5384 -3.1218 -3.0969
78 H -0.3846 -1.8026 -2.9534
79 H -0.8567 -2.3865 -4.5662
80 H 1.4195 -3.2272 -3.9103
81 H -0.6945 -5.4525 -3.8840
82 H 1.0118 -5.6591 -4.2557
83 H -0.0172 -4.7048 -5.3492
84 H -0.0111 -4.4631 -1.7844
85 C -6.7604 4.2841 6.9814
86 C -6.2478 2.9746 7.5594
87 C -6.5012 2.8927 9.0563
88 O -4.8489 2.8641 7.3104
89 H -6.2507 5.1401 7.4380
90 H -6.5602 4.3345 5.9058
91 H -7.8375 4.3921 7.1429
92 H -6.7377 2.1336 7.0566
93 H -5.9823 3.6992 9.5863
94 H -6.1160 1.9504 9.4607
95 H -7.5705 2.9588 9.2799
96 H -4.4057 3.6068 7.7533
97 C 7.9506 2.7596 -4.3267
98 C 7.1551 2.6439 -3.0361
99 C 7.1710 3.9491 -2.2566
100 O 7.7092 1.6064 -2.2314
101 H 9.0009 2.9943 -4.1200
102 H 7.9408 1.8094 -4.8713
103 H 7.5395 3.5394 -4.9753
104 H 6.1210 2.3644 -3.2651
105 H 8.1935 4.2260 -1.9765
106 H 6.6049 3.8473 -1.3244
107 H 6.7363 4.7646 -2.8431
108 H 8.6275 1.8461 -2.0232

SMILES   C#Cc1c(N=C(C)C)c2c(c(F)c1[C@H](I)CC)C(=O)NC2=O.CC(C)O.CC(C)O.CC(C)O.CC(C)O.CC(C)O.CC(C)O
Multiplicity   1
Gap between HOMO and LUMO   0.2445 hartree
E_tot   -66421.96209 eV

# C34H41ClN4P2Ru

A structure of composition C34H41ClN4P2Ru in a non-equilibrium geometry (ωB97M-V/def2-TZVPD, the OMol25 dataset).

Atoms and positions in Å:
1 Ru 0.0624 -0.0026 4.3972
2 C -1.0927 1.8203 3.9647
3 C -1.4234 0.7659 3.0838
4 C -0.9564 0.7020 1.6454
5 C 0.3727 -0.0592 1.4470
6 C 1.2739 -0.0471 2.6484
7 C 1.5693 1.1313 3.3779
8 C 1.1358 2.5166 2.9579
9 C -0.1902 2.9624 3.6028
10 C 1.4958 -1.0753 5.3367
11 H -1.8087 2.0647 4.7575
12 H -2.3596 0.2276 3.2912
13 H -0.9168 1.7012 1.1850
14 H -1.7352 0.1570 1.0923
15 H 0.1262 -1.1096 1.2339
16 H 0.9028 0.3150 0.5583
17 H 2.0128 -0.8549 2.7065
18 H 2.4869 1.1241 3.9803
19 H 1.1064 2.6307 1.8647
20 H 1.9107 3.2138 3.3074
21 H 0.0571 3.5048 4.5281
22 H -0.7058 3.6931 2.9599
23 H 1.4726 -0.8903 6.4221
24 H 2.5000 -0.8765 4.9327
25 H 1.2383 -2.1382 5.1656
26 P 1.3945 -1.1131 -3.9844
27 P -1.6056 -0.5681 -3.6041
28 N 2.8354 -0.1365 -3.9042
29 N 2.1516 -2.3607 -5.0112
30 N -1.8785 1.1506 -3.3898
31 N -3.2727 -0.9401 -4.0086
32 C 0.5499 -0.1575 -5.3434
33 C -0.9540 -0.4729 -5.3424
34 C 3.2035 0.5119 -2.7153
35 C 4.2299 1.3954 -2.9957
36 C 4.5138 1.2985 -4.4032
37 C 3.6415 0.3576 -4.9374
38 C 2.3253 -3.6670 -4.5291
39 C 2.7805 -4.4706 -5.5639
40 C 2.8930 -3.6417 -6.7322
41 C 2.5120 -2.3591 -6.3606
42 C -1.7148 1.7459 -2.1317
43 C -1.8407 3.1190 -2.2663
44 C -2.0781 3.3918 -3.6553
45 C -2.1010 2.1714 -4.3146
46 C -4.1955 -0.2417 -4.8013
47 C -5.2753 -1.0764 -5.0628
48 C -5.0015 -2.3415 -4.4327
49 C -3.7743 -2.2370 -3.8057
50 H 0.9783 -0.4158 -6.3207
51 H 0.7381 0.9158 -5.1681
52 H -1.4911 0.2639 -5.9551
53 H -1.1542 -1.4710 -5.7685
54 H 2.6809 0.2702 -1.8017
55 H 4.7217 2.0466 -2.2872
56 H 5.2612 1.8542 -4.9503
57 H 3.5279 0.0042 -5.9496
58 H 2.0962 -3.8873 -3.4966
59 H 3.0052 -5.5258 -5.5042
60 H 3.2039 -3.9504 -7.7224
61 H 2.4661 -1.4577 -6.9590
62 H -1.5212 1.1179 -1.2724
63 H -1.7734 3.8451 -1.4714
64 H -2.2115 4.3613 -4.1139
65 H -2.2607 1.9556 -5.3639
66 H -4.0105 0.7733 -5.1112
67 H -6.1542 -0.8183 -5.6359
68 H -5.6388 -3.2159 -4.4510
69 H -3.1874 -2.9479 -3.2428
70 Cl -0.3866 2.3474 7.1744
71 C -0.3353 0.8515 8.0093
72 C 0.1750 0.8398 9.3127
73 C 0.2359 -0.3648 10.0178
74 C -0.2281 -1.5365 9.4240
75 C -0.7379 -1.5204 8.1275
76 C -0.7781 -0.3290 7.3850
77 C -1.2794 -0.3264 5.9835
78 H 0.5391 1.7670 9.7434
79 H 0.6631 -0.3785 11.0270
80 H -0.1835 -2.4803 9.9707
81 H -1.1016 -2.4356 7.6584
82 H -1.6035 -1.3412 5.7041
83 H -2.1293 0.3536 5.8568

Relative energy (zero: lowest compared OMol25 entry of this formula, charge and spin)   0.0 kcal/mol
Net charge   +2
Expectation value of S²   6.0486
Multiplicity   5
Gap between HOMO and LUMO (alpha / beta)   0.2573 / 0.1115 hartree
E_tot   -75544.85116 eV